1.
A cluster of 8 separate species, C38H66I2NO24P2 in total in a non-equilibrium geometry, computed with ωB97M-V with the def2-TZVPD basis set.

Values from the calculation:
Energy in eV: -125880.17504
HOMO-LUMO gap in Ha: 0.15517
Molar mass in g/mol: 1236.7

```
! wB97M-V def2-TZVPD RIJCOSX def2/J DEFGRID3
* xyz -1 1
C -0.965 -6.219 0.294
C -2.545 -6.199 0.371
C -3.197 -5.690 -0.991
C -2.684 -4.186 -1.235
N -3.754 -3.296 -1.704
P -4.006 -1.889 -0.590
C -3.729 -0.575 -2.005
O -3.535 -1.143 -3.320
C -2.164 -1.246 -3.653
C -1.489 0.098 -4.120
O -0.655 0.712 -3.112
C 0.485 -0.097 -2.846
C 1.706 0.702 -2.267
O 1.462 1.383 -1.040
C 0.846 0.545 -0.046
C 1.579 -0.827 0.228
C -5.893 -2.064 -0.926
I -6.930 -1.393 -2.744
C -6.714 -2.693 0.027
C -6.280 -3.243 1.418
I -8.864 -2.934 -0.404
P -4.235 -0.111 0.759
C -5.986 0.624 0.557
C -3.991 -0.631 2.585
C -2.816 -1.675 2.762
H -0.577 -5.180 0.484
H -0.552 -6.932 1.054
H -0.574 -6.554 -0.703
H -2.815 -5.406 1.129
H -2.998 -7.156 0.729
H -2.920 -6.380 -1.828
H -4.314 -5.663 -0.892
H -1.922 -4.244 -2.073
H -2.199 -3.872 -0.275
H -4.636 -3.799 -1.819
H -3.983 -2.815 0.513
H -2.560 -1.760 -0.345
H -2.749 -0.063 -1.753
H -4.485 0.259 -1.986
H -2.089 -2.021 -4.470
H -1.651 -1.716 -2.763
H -0.882 -0.105 -5.067
H -2.287 0.832 -4.389
H 0.838 -0.534 -3.831
H 0.258 -0.994 -2.199
H 1.999 1.493 -3.017
H 2.585 -0.008 -2.225
H -0.249 0.410 -0.281
H 0.859 1.131 0.917
H 0.865 -1.644 -0.077
H 2.563 -0.941 -0.287
H 1.775 -0.998 1.324
H -6.141 -2.427 2.167
H -5.389 -3.924 1.392
H -7.124 -3.860 1.810
H -6.792 -0.021 0.987
H -5.982 1.587 1.131
H -6.195 0.860 -0.518
H -3.634 0.319 3.089
H -4.936 -0.892 3.114
H -3.097 -2.592 3.338
H -2.356 -1.991 1.794
H -1.989 -1.182 3.345
C 3.334 -2.359 4.995
C 3.287 -0.861 5.085
O 2.223 -0.526 4.199
C 1.418 -1.613 4.099
O 0.358 -1.608 3.564
O 1.984 -2.701 4.685
H 3.649 -2.825 5.929
H 3.981 -2.710 4.187
H 3.033 -0.511 6.093
H 4.224 -0.388 4.762
C 7.243 2.716 2.657
C 6.566 3.366 3.828
O 5.655 2.355 4.260
C 6.147 1.163 3.834
O 5.716 0.103 4.171
O 7.182 1.329 2.983
H 8.275 3.041 2.537
H 6.708 2.882 1.720
H 7.258 3.595 4.643
H 6.035 4.276 3.551
C 5.197 2.388 -1.305
C 5.587 1.880 -2.663
O 6.603 2.798 -3.064
C 7.133 3.337 -1.938
O 8.112 4.014 -1.912
O 6.402 3.005 -0.842
H 4.885 1.590 -0.632
H 4.408 3.142 -1.349
H 6.013 0.874 -2.628
H 4.756 1.887 -3.366
C -0.097 -0.727 -8.750
C -0.042 -2.194 -9.068
O 0.945 -2.677 -8.162
C 0.996 -1.808 -7.119
O 1.596 -2.004 -6.111
O 0.273 -0.687 -7.375
H -1.091 -0.304 -8.897
H 0.625 -0.145 -9.328
H -0.988 -2.703 -8.864
H 0.249 -2.389 -10.100
C -1.373 2.297 4.579
C -1.423 3.789 4.681
O -2.477 4.137 3.791
C -3.284 3.046 3.674
O -4.342 3.055 3.134
O -2.721 1.951 4.255
H -1.064 1.827 5.510
H -0.719 1.954 3.773
H -1.682 4.131 5.687
H -0.489 4.260 4.377
C 3.358 2.957 6.196
C 3.550 3.132 7.676
O 2.227 3.387 8.138
C 1.370 2.855 7.227
O 0.194 2.755 7.387
O 2.026 2.459 6.107
H 4.069 2.254 5.764
H 3.417 3.903 5.650
H 3.927 2.226 8.160
H 4.213 3.963 7.919
C -0.083 4.245 -4.825
C -1.032 3.509 -5.724
O -1.119 4.365 -6.863
C 0.013 5.113 -6.893
O 0.335 5.809 -7.804
O 0.732 4.965 -5.750
H 0.520 3.573 -4.214
H -0.591 4.958 -4.171
H -0.642 2.538 -6.039
H -2.011 3.368 -5.270
*
```

=====

2.
A structure of composition C38H67Cl2N6O8SSbSi3Tl, computed with ωB97M-V with the def2-TZVPD basis set.

Values from the calculation:
Energy in eV: -136559.32311
HOMO-LUMO gap in Ha: 0.23501
ΔE to the lowest compared entry with this formula, charge and spin in kJ/mol: 28.88
Molar mass in g/mol: 1249.4

```
! wB97M-V def2-TZVPD RIJCOSX def2/J DEFGRID3
* xyz -1 1
Tl -0.343 0.373 -0.297
N 1.438 -1.549 0.297
C 1.664 -2.540 -0.763
C 0.412 -2.827 -1.615
O 0.564 -3.610 -2.563
O -0.634 -2.209 -1.269
H 2.315 -1.324 0.754
H 0.790 -1.890 1.000
H 2.031 -3.498 -0.382
H 2.414 -2.143 -1.449
O -0.188 -0.363 2.473
Cl -0.911 0.749 3.076
O -1.917 0.236 3.961
O 0.017 1.579 3.793
O -1.548 1.500 2.017
C 6.969 -1.821 -3.516
C 6.291 -1.291 -2.251
C 4.799 -1.040 -2.434
N 4.552 -0.026 -3.443
C 3.637 0.935 -3.345
S 2.732 1.306 -1.998
N 3.434 1.710 -4.491
C 4.112 1.697 -5.684
O 5.096 1.006 -5.884
C 3.572 2.612 -6.731
C 4.440 3.010 -7.744
C 4.006 3.861 -8.745
C 2.694 4.316 -8.747
C 1.817 3.904 -7.755
C 2.253 3.057 -6.747
H 7.993 -2.126 -3.301
H 7.005 -1.058 -4.296
H 6.434 -2.690 -3.906
H 6.777 -0.363 -1.938
H 6.409 -2.016 -1.442
H 4.344 -0.698 -1.507
H 4.309 -1.974 -2.728
H 5.025 -0.096 -4.335
H 2.702 2.389 -4.363
H 5.455 2.635 -7.726
H 4.689 4.163 -9.528
H 2.352 4.985 -9.526
H 0.787 4.233 -7.771
H 1.541 2.713 -6.006
C 5.874 2.174 0.109
C 6.471 2.729 1.404
C 6.337 4.260 1.418
C 7.981 2.430 1.385
C 5.836 2.085 2.693
O 6.651 2.450 3.811
C 5.780 0.543 2.550
C 5.818 -0.257 3.873
C 4.547 -0.566 4.622
C 3.635 -1.511 4.157
C 2.507 -1.846 4.893
C 2.282 -1.221 6.112
Cl 0.902 -1.636 7.061
C 3.169 -0.272 6.587
C 4.296 0.044 5.847
C 4.448 2.650 3.131
N 3.341 2.549 2.182
C 2.447 1.559 1.984
N 1.583 1.911 1.049
C 1.980 3.161 0.717
N 3.022 3.594 1.382
H 6.365 2.655 -0.742
H 4.813 2.377 0.014
H 6.027 1.096 0.016
H 6.974 4.686 0.637
H 6.664 4.665 2.380
H 5.319 4.575 1.227
H 8.390 2.742 0.424
H 8.198 1.363 1.500
H 8.513 2.987 2.159
H 7.531 2.087 3.671
H 6.664 0.227 1.992
H 4.910 0.279 1.942
H 6.475 0.273 4.561
H 6.292 -1.214 3.639
H 3.831 -2.021 3.219
H 1.807 -2.585 4.526
H 2.982 0.206 7.540
H 5.007 0.761 6.242
H 4.566 3.699 3.383
H 4.159 2.117 4.034
H 2.422 0.636 2.544
H 1.469 3.760 -0.021
C -2.304 -5.135 -0.521
Si -3.573 -3.741 -0.635
C -3.654 -3.124 -2.412
C -5.268 -4.542 -0.318
Sb -2.906 -1.948 1.103
Si -3.863 -3.063 3.241
C -4.655 -1.836 4.438
C -4.979 -4.599 3.222
C -2.259 -3.660 4.056
Si -4.881 -0.369 0.612
C -6.612 -1.106 0.363
C -5.046 0.999 1.899
C -4.414 0.486 -1.012
H -2.758 -6.119 -0.673
H -1.811 -5.133 0.457
H -1.530 -4.978 -1.276
H -3.851 -3.962 -3.088
H -2.690 -2.686 -2.680
H -4.439 -2.375 -2.555
H -5.460 -5.301 -1.085
H -6.078 -3.809 -0.354
H -5.303 -5.029 0.657
H -5.596 -1.440 4.044
H -3.973 -0.998 4.591
H -4.858 -2.302 5.406
H -5.952 -4.401 2.765
H -5.145 -4.937 4.249
H -4.509 -5.418 2.671
H -1.584 -2.807 4.170
H -1.761 -4.402 3.424
H -2.420 -4.103 5.043
H -6.877 -1.798 1.167
H -6.671 -1.652 -0.583
H -7.361 -0.307 0.342
H -5.587 0.670 2.790
H -5.568 1.862 1.474
H -4.053 1.328 2.212
H -4.169 -0.240 -1.792
H -3.527 1.106 -0.851
H -5.218 1.131 -1.382
*
```

=====

> Which of these has the lowest molar mass?

C38H66I2NO24P2

=====

> Look up the HOMO-LUMO gap of the first one.

0.15517 Ha